{
  "formula": "C37H36N",
  "method": "ωB97M-V with the def2-TZVPD basis set",
  "total_charge": 1,
  "energy_ev": -40435.88338,
  "species": ["C", "C", "C", "C", "C", "C", "C", "C", "C", "C", "C", "C", "C", "C", "C", "C", "C", "C", "C", "C", "C", "N", "C", "C", "H", "H", "H", "H", "H", "H", "H", "H", "H", "H", "H", "H", "H", "H", "H", "H", "H", "H", "H", "H", "H", "H", "H", "C", "C", "C", "C", "C", "C", "C", "C", "C", "C", "C", "C", "C", "C", "H", "H", "H", "H", "H", "H", "H", "H", "H", "H", "H", "H", "H"],
  "coordinates": [[-3.62, -5.70, 2.88], [-3.86, -4.47, 3.48], [-3.35, -3.30, 2.91], [-2.66, -3.35, 1.69], [-2.17, -2.09, 0.97], [-2.73, -0.84, 1.67], [-1.90, 0.03, 2.38], [-2.46, 1.16, 3.00], [-3.82, 1.43, 2.89], [-4.65, 0.55, 2.18], [-4.11, -0.61, 1.64], [-0.62, -2.07, 0.85], [0.20, -2.88, 1.66], [1.59, -2.86, 1.52], [2.21, -2.00, 0.61], [1.41, -1.19, -0.21], [0.02, -1.24, -0.09], [-2.70, -2.12, -0.49], [-4.12, -2.62, -0.82], [-4.51, -1.82, -2.07], [-3.67, -0.54, -2.03], [-2.55, -0.83, -1.15], [-2.40, -4.60, 1.10], [-2.88, -5.77, 1.70], [-4.02, -6.61, 3.33], [-4.43, -4.38, 4.40], [-3.52, -2.34, 3.42], [-0.83, -0.16, 2.45], [-1.81, 1.82, 3.57], [-4.26, 2.32, 3.34], [-5.72, 0.75, 2.05], [-4.79, -1.36, 1.23], [-0.25, -3.56, 2.39], [2.20, -3.52, 2.15], [3.30, -1.97, 0.50], [1.84, -0.54, -0.96], [-0.56, -0.66, -0.80], [-2.06, -2.84, -1.04], [-4.13, -3.71, -1.00], [-4.84, -2.41, -0.02], [-4.26, -2.38, -2.98], [-5.58, -1.60, -2.06], [-3.33, -0.25, -3.03], [-4.28, 0.29, -1.62], [-2.36, -0.06, -0.52], [-1.81, -4.64, 0.18], [-2.67, -6.72, 1.21], [8.64, 2.57, -1.42], [7.14, 2.50, -1.35], [6.46, 1.27, -1.41], [5.07, 1.21, -1.37], [4.27, 2.39, -1.28], [2.85, 2.35, -1.35], [2.07, 3.49, -1.69], [0.73, 3.63, -1.24], [0.02, 4.80, -1.45], [0.62, 5.89, -2.11], [1.92, 5.76, -2.61], [2.61, 4.57, -2.47], [5.00, 3.62, -1.10], [6.38, 3.67, -1.20], [8.97, 3.56, -1.74], [9.11, 2.38, -0.44], [9.06, 1.83, -2.12], [7.04, 0.34, -1.50], [4.54, 0.25, -1.42], [2.31, 1.44, -1.09], [0.29, 2.77, -0.70], [-1.00, 4.89, -1.07], [0.08, 6.83, -2.20], [2.40, 6.61, -3.11], [3.58, 4.46, -2.95], [4.46, 4.55, -0.89], [6.89, 4.64, -1.17]]
}